No. 1
57
Properties=species:S:1:pos:R:3:forces:R:3 method="wB97M-V/def2-TZVPD" homo_lumo_gap_ev=2.8 total_charge=0 homo_energy_ev=-6.3 lumo_ev=-3.4 e_tot_ha=-1834.42361 de_lowest_kj_mol=76.2
C 0.238 0.050 -1.938 -0.46 0.48 -0.54
C 1.519 -0.541 -2.241 1.01 -0.75 0.01
C 2.696 0.243 -2.432 -0.56 -0.14 0.24
C 3.929 -0.358 -2.687 -0.16 -0.16 0.09
C 4.042 -1.758 -2.725 -0.44 0.33 -0.26
C 2.886 -2.545 -2.610 -0.04 0.19 0.12
C 1.646 -1.952 -2.375 0.23 0.29 -0.02
C -0.966 -0.526 -2.358 -0.09 0.04 0.08
C -2.196 0.134 -2.386 0.62 -0.08 0.44
C -3.471 -0.503 -2.546 -1.05 -0.62 -0.28
C -4.663 0.279 -2.619 0.63 -0.22 -0.06
C -5.917 -0.316 -2.704 0.06 -0.26 -0.05
C -6.036 -1.717 -2.743 0.48 0.47 0.15
C -4.878 -2.511 -2.692 0.12 0.21 0.00
C -3.616 -1.924 -2.586 -0.20 0.40 -0.15
H 0.217 1.030 -1.440 0.07 -0.23 -0.41
H 2.601 1.331 -2.387 0.16 -0.36 0.08
H 4.815 0.263 -2.840 -0.34 -0.19 0.11
H 5.016 -2.225 -2.893 -0.37 0.16 0.07
H 2.964 -3.631 -2.693 -0.06 0.34 0.09
H 0.759 -2.577 -2.254 0.39 0.11 0.02
H -0.935 -1.547 -2.755 0.00 0.42 0.26
H -2.195 1.222 -2.279 -0.04 -0.28 0.24
H -4.554 1.367 -2.629 -0.17 -0.32 0.11
H -6.810 0.311 -2.746 0.30 -0.22 0.02
H -7.024 -2.179 -2.793 0.34 0.12 -0.03
H -4.972 -3.598 -2.736 0.08 0.36 0.05
H -2.725 -2.556 -2.550 -0.41 0.17 0.07
C 5.198 -2.145 2.188 -0.14 0.15 -0.01
C 4.798 -1.592 3.407 -0.12 0.13 -0.15
C 3.914 -0.512 3.439 -0.17 -0.08 -0.23
C 3.418 -0.003 2.236 -0.28 -0.23 -0.03
S 2.316 1.436 2.241 0.72 -0.59 -0.02
C 0.709 0.871 1.867 -0.07 -0.14 0.20
C -0.448 1.595 2.262 -0.13 -0.02 0.36
C -1.684 0.881 2.443 0.23 0.23 -0.17
C -2.867 1.515 2.761 0.00 0.33 -0.18
C -2.889 2.916 2.916 0.93 -0.68 -0.34
N -4.125 3.607 3.036 -1.66 1.27 0.33
O -4.089 4.857 3.125 -0.13 -1.86 -0.11
O -5.199 2.964 3.032 1.64 0.77 0.00
C -1.682 3.642 2.859 -0.29 -0.32 -0.07
C -0.496 3.003 2.560 -0.04 -0.09 0.03
O 2.385 1.921 3.607 -0.24 0.36 -0.52
O 2.834 2.236 1.146 -0.26 0.37 0.23
C 3.828 -0.536 1.013 -0.14 -0.11 0.14
C 4.720 -1.608 0.989 -0.18 0.15 0.18
H 5.872 -3.001 2.168 -0.12 0.23 0.03
H 5.156 -1.999 4.349 0.03 0.02 -0.20
H 3.595 -0.072 4.383 0.07 -0.07 -0.28
H 0.672 -0.201 1.653 -0.09 0.39 0.22
H -1.630 -0.200 2.348 -0.24 0.13 -0.02
H -3.798 0.969 2.879 0.20 0.04 -0.04
H -1.728 4.713 3.043 0.15 -0.26 -0.08
H 0.406 3.608 2.564 -0.01 -0.25 -0.14
H 3.425 -0.115 0.092 0.21 -0.09 0.23
H 5.022 -2.018 0.029 0.01 0.00 0.20

No. 2
57
Properties=species:S:1:pos:R:3:forces:R:3 method="wB97M-V/def2-TZVPD" homo_lumo_gap_ev=4.9 total_charge=-1 homo_energy_ev=-2.5 lumo_ev=2.4 e_tot_ha=-1885.43457 de_lowest_kj_mol=0.0
Na -0.020 -0.365 0.165 0.06 -0.06 -0.75
C 0.172 -0.031 6.888 -0.08 -0.01 0.09
O 1.508 0.129 6.469 0.02 0.03 0.00
C 1.755 -0.047 5.138 0.03 -0.01 -0.14
C 3.090 0.195 4.740 0.13 0.04 0.10
C 3.415 0.078 3.419 0.00 0.05 0.00
C 2.484 -0.289 2.422 -0.23 -0.04 0.04
C 2.825 -0.343 1.021 0.19 0.01 -0.12
C 4.223 0.036 0.547 -0.04 -0.08 0.06
O 2.023 -0.647 0.131 1.11 0.01 -0.13
C 1.121 -0.580 2.829 0.07 -0.09 0.01
O 0.214 -0.931 2.033 0.11 -0.33 1.67
C 0.811 -0.420 4.226 -0.14 -0.07 0.08
H 0.157 0.201 7.951 -0.01 -0.01 0.00
H -0.179 -1.055 6.735 0.02 0.01 -0.01
H -0.499 0.651 6.357 0.02 0.00 0.01
H 3.818 0.478 5.488 0.00 0.01 -0.02
H 4.440 0.290 3.143 -0.01 0.00 -0.02
H 4.988 0.011 1.317 0.04 0.01 -0.03
H 4.172 1.044 0.131 0.02 0.01 0.02
H 4.498 -0.641 -0.260 -0.03 0.01 -0.02
H -0.219 -0.615 4.495 0.05 0.00 -0.02
O -1.715 -0.402 -0.953 -1.06 0.33 -1.15
C -2.399 0.313 -0.227 -0.26 -1.02 0.72
C -2.962 1.591 -0.309 0.03 1.13 -0.17
C -4.373 1.829 -0.349 0.22 -0.31 -0.18
C -4.889 3.073 -0.125 0.06 0.14 0.06
C -4.058 4.168 0.178 -0.08 0.04 -0.03
C -2.691 3.972 0.208 -0.03 0.00 -0.03
C -2.113 2.730 -0.044 -0.23 -0.38 -0.13
P -0.326 2.434 0.013 -0.05 0.74 0.06
C 0.311 3.401 -1.414 -0.09 -0.11 -0.09
C 1.652 3.786 -1.478 -0.03 -0.06 0.04
C 2.141 4.471 -2.578 0.04 0.01 -0.01
C 1.304 4.761 -3.649 -0.01 0.00 -0.02
C -0.019 4.346 -3.614 0.04 0.02 -0.05
C -0.511 3.671 -2.506 0.01 0.05 0.07
C 0.186 3.491 1.430 0.02 -0.05 0.04
C 0.458 4.857 1.384 -0.01 -0.14 0.02
C 0.786 5.545 2.544 0.03 0.13 -0.02
C 0.861 4.882 3.760 -0.02 -0.07 -0.01
C 0.595 3.520 3.815 0.04 0.06 0.11
C 0.256 2.835 2.660 -0.01 -0.06 -0.13
H -5.027 0.990 -0.558 -0.02 0.02 0.04
H -5.964 3.217 -0.168 -0.01 -0.02 -0.03
H -4.483 5.145 0.370 0.02 -0.01 0.02
H -2.045 4.819 0.414 0.03 0.00 0.05
H 2.314 3.547 -0.653 0.01 0.04 0.02
H 3.180 4.778 -2.606 0.00 -0.01 0.01
H 1.685 5.304 -4.505 0.00 -0.02 -0.01
H -0.674 4.552 -4.452 0.00 0.00 0.01
H -1.547 3.355 -2.472 0.00 0.04 -0.02
H 0.416 5.385 0.440 0.00 0.02 -0.04
H 0.986 6.610 2.495 0.01 -0.01 0.00
H 1.129 5.421 4.660 0.00 0.01 -0.01
H 0.671 2.988 4.756 -0.02 -0.03 -0.02
H 0.045 1.772 2.699 0.02 0.03 0.06

No. 3
75
Properties=species:S:1:pos:R:3:forces:R:3 method="wB97M-V/def2-TZVPD" homo_lumo_gap_ev=5.8 total_charge=-1 homo_energy_ev=-6.7 lumo_ev=-0.9 e_tot_ha=-2609.09537 de_lowest_kj_mol=0.0
N 7.543 1.239 25.074 -0.68 -0.04 0.71
H 8.482 0.879 24.987 0.50 0.08 -0.66
H 6.931 1.138 24.277 0.14 -0.29 -0.88
H 7.515 2.216 25.330 0.37 0.69 0.17
H 7.119 0.719 25.828 -0.36 -0.25 0.57
O 8.416 12.019 19.407 -0.22 -4.19 -1.17
C 8.371 10.791 19.148 -0.16 4.08 0.83
O 9.310 9.917 19.440 -0.16 -0.38 -0.27
B 8.764 8.551 19.228 0.48 0.21 -0.44
O 7.480 8.744 18.546 0.39 -1.35 -0.10
C 7.175 10.001 18.500 -1.77 2.43 0.00
O 6.121 10.481 18.111 1.81 -0.77 0.39
O 9.683 7.650 18.504 0.39 -1.39 1.38
C 10.071 6.652 19.364 2.64 -1.59 -2.20
O 10.885 5.736 19.072 -3.10 3.23 1.15
C 9.380 6.923 20.731 1.18 -2.21 1.80
O 8.584 7.924 20.531 -0.57 -0.10 1.36
O 9.600 6.271 21.771 -0.89 1.86 -2.77
O 5.323 7.167 26.324 -1.09 1.69 -0.56
C 4.840 8.266 26.068 0.85 -2.28 0.66
O 5.503 9.399 26.123 -0.16 0.03 0.41
B 4.587 10.500 25.849 -0.04 0.57 -0.50
O 3.312 9.877 25.518 -0.86 0.10 -0.25
C 3.371 8.596 25.656 -3.21 -3.80 -0.82
O 2.419 7.765 25.462 3.89 3.18 0.89
O 5.098 11.296 24.726 -0.06 -0.64 0.19
C 5.263 12.534 25.106 1.35 2.50 -2.42
O 5.807 13.404 24.411 -1.55 -1.91 2.22
C 4.681 12.657 26.520 0.94 3.51 2.75
O 4.341 11.457 26.950 0.32 0.10 -0.32
O 4.689 13.703 27.208 -0.39 -3.19 -2.15
N 12.519 -1.407 24.327 1.89 -1.25 0.31
C 12.925 -2.530 24.995 -0.81 0.27 -1.25
C 14.132 -3.212 24.795 -0.69 0.93 0.53
C 15.070 -2.590 23.992 0.11 0.01 -0.47
C 14.715 -1.458 23.269 0.29 -0.46 1.13
C 13.454 -0.929 23.482 -0.57 0.78 0.16
H 12.154 -2.939 25.631 0.09 -0.15 0.28
H 14.305 -4.121 25.352 0.21 0.01 -0.02
H 16.097 -2.911 23.898 -0.02 -0.47 0.07
H 15.521 -0.980 22.733 -0.45 0.33 -0.41
H 13.195 0.015 23.026 -0.11 0.04 -0.33
N 5.502 -4.459 24.461 -0.20 -1.17 -1.35
C 5.812 -5.276 23.376 -1.49 0.25 2.00
C 4.830 -5.958 22.665 -0.23 0.69 0.10
C 3.488 -5.752 22.999 -0.16 -0.40 0.44
C 3.161 -4.986 24.105 0.56 -0.13 -0.61
C 4.199 -4.370 24.782 0.60 0.20 -0.44
H 6.844 -5.551 23.212 0.23 0.60 -0.04
H 5.097 -6.607 21.845 0.06 -0.04 -0.02
H 2.685 -6.269 22.494 0.09 -0.06 -0.34
H 2.147 -4.830 24.441 -0.07 -0.11 -0.10
H 3.877 -3.746 25.603 0.62 0.22 0.36
N 6.222 0.047 30.329 0.22 0.24 1.76
C 5.609 1.003 31.108 -0.07 -1.23 -0.95
C 5.285 0.825 32.430 0.59 -0.14 0.46
C 5.742 -0.315 33.069 -0.83 -0.62 0.27
C 6.342 -1.319 32.350 1.02 0.27 -1.46
C 6.624 -1.083 30.978 -1.18 1.49 0.36
H 5.263 1.926 30.667 0.22 -0.05 -0.63
H 4.725 1.559 32.991 0.08 0.21 -0.13
H 5.506 -0.488 34.109 0.06 0.10 0.16
H 6.674 -2.238 32.811 -0.01 -0.03 0.05
H 7.167 -1.790 30.367 -0.08 -0.21 0.02
N 4.769 1.497 20.397 -0.65 0.81 -0.97
C 4.408 0.428 19.657 0.81 1.15 -1.69
C 4.004 0.533 18.305 0.91 1.20 0.43
C 4.027 1.809 17.706 -0.26 -1.74 -0.16
C 4.355 2.906 18.451 -0.21 0.29 0.43
C 4.667 2.730 19.785 -0.19 -1.46 0.74
H 4.685 -0.570 19.964 -0.35 -0.05 0.83
H 3.918 -0.352 17.692 -0.38 -0.09 0.10
H 3.834 1.919 16.649 -0.13 -0.07 -0.10
H 4.329 3.887 17.999 0.14 0.12 0.15
H 4.810 3.617 20.383 0.36 -0.16 0.34

No. 4
61
Properties=species:S:1:pos:R:3:forces:R:3 method="wB97M-V/def2-TZVPD" homo_lumo_gap_ev=9.2 total_charge=+1 homo_energy_ev=-11.7 lumo_ev=-2.5 e_tot_ha=-6581.91149
Rb 1.476 0.970 -0.307 0.89 0.10 0.07
C -1.293 1.632 -3.038 -0.01 0.04 -0.02
N -1.112 1.607 -1.588 -0.12 0.05 -0.03
C -1.733 2.785 -0.986 -0.13 0.16 -0.08
C -1.410 3.027 0.469 -0.33 0.15 0.17
C -2.362 3.611 1.307 0.15 -0.09 -0.04
C -2.018 3.907 2.615 0.18 -0.05 -0.05
C -0.738 3.600 3.052 -0.02 0.00 -0.05
C 0.139 3.026 2.147 -0.03 0.14 0.30
N -0.178 2.755 0.888 -0.25 0.15 -0.01
C -1.726 0.411 -1.017 -0.04 -0.05 0.06
C -1.147 -0.891 -1.509 -0.38 -0.38 -0.14
C -1.990 -1.897 -1.979 0.07 0.07 0.03
C -1.441 -3.101 -2.391 0.14 0.07 0.02
C -0.067 -3.260 -2.330 -0.06 0.03 0.00
C 0.688 -2.210 -1.832 0.08 -0.20 -0.17
N 0.168 -1.063 -1.424 -0.29 -0.28 -0.13
C -0.178 1.042 -3.869 -0.05 -0.15 -0.35
C -0.485 0.614 -5.161 0.06 0.02 0.09
C 0.533 0.218 -6.007 0.07 0.06 0.18
C 1.832 0.230 -5.522 -0.08 -0.05 -0.03
C 2.036 0.634 -4.215 0.21 0.00 -0.20
N 1.066 1.048 -3.406 -0.09 0.20 0.33
H -1.382 2.672 -3.372 -0.06 -0.08 0.14
H -2.233 1.128 -3.318 0.02 0.15 -0.02
H -2.832 2.735 -1.089 0.10 0.15 -0.05
H -1.382 3.670 -1.526 -0.09 -0.12 -0.05
H -3.351 3.845 0.941 -0.06 -0.06 -0.10
H -2.730 4.372 3.282 -0.05 -0.01 0.01
H -0.426 3.808 4.064 0.04 0.00 0.06
H 1.154 2.782 2.442 0.03 -0.03 0.09
H -2.811 0.400 -1.231 0.11 0.03 0.18
H -1.582 0.451 0.068 -0.12 0.04 0.02
H -3.059 -1.745 -2.014 -0.04 0.08 -0.03
H -2.070 -3.897 -2.763 -0.06 -0.03 -0.01
H 0.406 -4.172 -2.659 0.06 -0.06 0.00
H 1.768 -2.284 -1.774 0.04 -0.10 0.03
H -1.509 0.616 -5.503 -0.12 0.01 0.00
H 0.322 -0.080 -7.023 -0.02 -0.06 -0.06
H 2.660 -0.063 -6.147 0.13 -0.04 -0.01
H 3.038 0.655 -3.801 0.05 -0.03 -0.02
Br -1.791 -4.757 4.918 0.22 0.33 -0.32
C -1.124 -3.393 3.768 -0.15 -0.08 0.05
C -1.932 -2.868 2.772 0.14 -0.11 0.17
C -1.392 -1.859 1.987 -0.20 -0.21 0.13
N -0.181 -1.359 2.145 0.27 0.24 -0.08
C 0.595 -1.866 3.105 -0.56 -0.38 0.08
C 0.163 -2.907 3.932 -0.08 0.07 -0.13
C 1.938 -1.266 3.262 0.59 0.22 0.22
C 2.734 -1.531 4.378 0.09 0.09 -0.09
C 3.993 -0.958 4.453 0.06 0.02 0.03
Br 5.109 -1.332 5.941 -0.20 0.09 -0.28
C 4.427 -0.115 3.442 -0.09 -0.16 0.19
C 3.547 0.110 2.397 0.23 -0.03 0.15
N 2.351 -0.444 2.295 -0.22 0.00 -0.22
H -2.935 -3.232 2.615 -0.06 0.01 -0.03
H -1.984 -1.428 1.193 -0.14 0.02 -0.11
H 0.801 -3.348 4.679 0.07 0.01 0.08
H 2.399 -2.157 5.189 -0.07 -0.07 0.01
H 5.400 0.346 3.465 0.12 0.07 0.02
H 3.842 0.776 1.592 0.08 0.03 -0.01